1.
{
  "formula": "C9H18N3OS2",
  "method": "ωB97M-V/def2-TZVPD",
  "symbols": ["H", "C", "H", "C", "H", "H", "H", "C", "H", "H", "C", "N", "H", "C", "H", "H", "O", "N", "S", "C", "H", "H", "S", "H", "N", "C", "H", "C", "H", "C", "H", "H", "H"],
  "positions_angstrom": [[3.309, -1.002, 2.002], [-0.960, 0.035, -3.271], [0.308, -0.286, -0.996], [-0.319, -1.282, -2.782], [-2.608, 1.525, -0.764], [-1.761, 2.624, -2.440], [-0.246, 2.749, -1.555], [1.168, 1.447, 1.984], [1.510, -2.055, 1.028], [0.931, -2.117, 2.710], [-0.023, 0.550, 2.326], [-1.612, 1.343, -0.769], [2.359, -0.352, 3.370], [-1.099, -1.336, 1.249], [1.412, 2.088, 2.838], [-0.894, -0.051, -4.373], [2.302, 0.688, 1.602], [-0.256, 1.194, -2.849], [-2.210, -1.640, 2.422], [1.207, -1.453, 1.883], [-1.260, 1.726, 0.100], [-0.918, -2.156, -3.059], [-1.339, -1.926, -0.332], [0.889, -1.948, -1.121], [0.089, -0.616, 1.465], [2.373, -0.536, 2.291], [0.928, 2.079, 1.132], [-0.958, 2.015, -1.949], [0.618, -1.365, -3.335], [0.043, -1.290, -1.317], [0.021, 0.264, 3.384], [-0.966, 1.059, 2.164], [-2.038, 0.024, -3.038]],
  "total_charge": -1,
  "total_energy_ha": -1389.539449,
  "e_homo_ev": -1.83
}

=====

2.
{
  "formula": "C10H30FO10",
  "method": "ωB97M-V/def2-TZVPD",
  "symbols": ["C", "O", "H", "H", "O", "H", "H", "H", "O", "O", "O", "H", "H", "O", "H", "O", "F", "H", "C", "O", "H", "H", "C", "H", "O", "H", "H", "H", "H", "H", "O", "H", "H", "C", "H", "C", "H", "H", "H", "H", "H", "C", "H", "H", "H", "H", "C", "H", "C", "C", "C"],
  "positions_angstrom": [[0.112, 2.876, -1.348], [-3.274, -2.136, -3.384], [-0.912, 0.750, -2.662], [-2.975, 3.714, 3.071], [-1.453, -2.494, 0.460], [-3.448, -1.209, -3.567], [1.032, -1.579, 0.697], [0.938, 4.355, 0.081], [4.205, -1.315, 0.512], [-0.977, 1.926, -1.221], [-1.937, 1.164, 1.681], [4.182, 0.126, -1.474], [-1.110, -1.599, 0.423], [-1.329, 0.133, -3.269], [-0.548, 3.450, 0.656], [-2.491, 3.447, 3.856], [0.088, -0.078, 0.298], [-1.191, 0.278, 3.345], [-2.438, 2.047, 3.880], [1.589, -2.342, 0.870], [-1.765, -2.063, -4.801], [1.390, -4.376, 0.875], [0.770, -3.513, 1.118], [3.311, 1.552, -0.754], [2.184, 0.033, -1.382], [0.970, 2.475, -1.888], [-0.422, 1.727, 3.060], [-0.693, 1.174, -0.695], [-0.279, -3.670, -0.888], [2.889, 0.091, 1.295], [1.229, 2.424, 0.735], [0.462, -3.673, 2.151], [-1.395, -1.236, -1.860], [3.743, 0.032, 0.620], [-0.370, 3.669, -1.921], [-1.856, -2.243, -3.730], [-1.539, -3.232, -3.397], [4.472, 0.755, 0.986], [0.901, 1.530, 0.613], [-0.889, -4.459, 0.495], [-2.104, 1.870, 4.902], [-0.467, -3.506, 0.173], [3.357, -1.729, 0.687], [-3.444, 1.633, 3.814], [0.031, -1.362, -2.966], [1.502, -0.007, -0.707], [0.398, 3.410, 0.115], [-1.403, 0.609, 1.107], [-1.042, -1.186, -2.890], [3.413, 0.467, -0.781], [-1.419, 1.289, 3.010]],
  "total_charge": -1,
  "total_energy_ha": -1251.295114,
  "e_homo_ev": -6.51
}

=====

3.
{
  "formula": "C21H36P2Pt",
  "method": "ωB97M-V/def2-TZVPD",
  "symbols": ["C", "H", "H", "C", "C", "C", "H", "H", "H", "H", "H", "H", "P", "H", "H", "C", "H", "H", "H", "H", "H", "H", "P", "C", "H", "C", "H", "H", "H", "H", "H", "H", "C", "H", "C", "H", "C", "C", "H", "H", "C", "H", "C", "C", "H", "H", "H", "H", "Pt", "C", "C", "H", "H", "C", "C", "H", "C", "C", "H", "C"],
  "positions_angstrom": [[-0.540, 1.082, -3.477], [1.290, 2.549, -0.635], [1.531, 2.968, -6.656], [-2.086, 0.592, 0.996], [0.163, -1.624, 0.168], [0.467, 0.014, -3.042], [0.362, -0.228, -1.963], [1.033, 0.168, 0.978], [2.343, -0.966, -6.060], [-0.395, 1.290, -4.545], [0.860, -0.212, -6.741], [3.014, -3.653, 1.790], [1.912, 1.222, -5.119], [-0.524, -3.424, -0.746], [1.333, -4.793, 0.334], [-2.454, 3.581, -4.518], [-3.190, 3.366, -3.733], [1.366, 4.392, -4.632], [2.479, 0.338, -7.277], [3.820, 2.058, -6.352], [-2.796, 0.158, 1.714], [-1.745, 2.260, -2.195], [-0.842, 3.886, -3.785], [1.295, -3.718, 0.478], [4.346, 1.271, -4.851], [0.249, -2.983, -0.123], [1.815, 2.845, -3.554], [-2.789, 4.471, -5.059], [0.197, -0.920, -3.595], [-1.173, 0.857, 1.558], [-1.508, 0.538, -3.489], [-1.558, 5.728, -2.354], [-0.795, 2.405, -2.726], [1.770, 4.166, -1.140], [-0.006, 3.440, -2.013], [-2.508, 1.482, 0.514], [1.895, -0.031, -6.421], [1.154, -0.909, 0.875], [2.998, 0.778, -1.610], [3.696, 2.921, -4.802], [2.631, 1.227, -2.540], [2.935, -1.169, 2.078], [1.932, 0.346, -3.501], [3.590, 1.938, -5.286], [0.005, 2.161, -6.319], [0.075, 5.994, -2.988], [0.089, 4.604, -5.785], [-1.334, 6.232, -4.045], [-1.702, -0.898, -0.293], [2.241, -3.061, 1.281], [0.884, 2.615, -5.834], [3.244, 3.279, -2.578], [-0.649, 3.954, -1.281], [0.473, 3.885, -5.039], [-0.923, 5.615, -3.240], [2.510, -0.596, -3.689], [2.192, -1.679, 1.461], [2.345, 2.646, -2.599], [-2.429, 2.735, -5.212], [1.374, 3.208, -1.512]],
  "s2": 2.01,
  "total_energy_ha": -1623.388999,
  "e_homo_ev": [-3.67, -5.70],
  "spin_multiplicity": 3
}

=====

4.
{
  "formula": "C5H42NO15",
  "method": "ωB97M-V/def2-TZVPD",
  "symbols": ["H", "H", "O", "H", "H", "H", "H", "H", "O", "H", "H", "H", "H", "O", "H", "H", "H", "H", "H", "H", "H", "O", "C", "O", "H", "C", "H", "H", "O", "O", "O", "C", "H", "C", "H", "H", "C", "H", "H", "H", "H", "O", "O", "H", "O", "H", "H", "H", "H", "N", "H", "H", "O", "H", "H", "H", "O", "O", "H", "H", "H", "H", "O"],
  "positions_angstrom": [[-3.483, -0.261, 2.826], [1.703, 0.264, 0.440], [-2.094, 3.909, 0.036], [-0.031, -1.871, -0.318], [-2.356, -2.898, 0.539], [-1.234, 3.867, -0.428], [-3.096, -2.346, -1.784], [1.482, 2.833, 2.421], [-0.905, -3.664, -0.072], [-1.468, -0.786, 2.963], [1.186, 1.361, 5.392], [-0.905, -3.979, -2.889], [2.722, 2.389, -2.869], [2.628, 3.262, -2.454], [1.086, 3.122, -1.586], [4.785, 0.814, 3.212], [-2.989, 0.694, -0.389], [0.516, -2.128, -5.228], [-2.336, -0.397, -1.652], [-3.103, -1.420, 1.725], [0.633, -3.490, -2.952], [-2.875, -0.543, 2.138], [-2.114, 0.177, -0.764], [1.627, 2.315, 1.618], [-3.901, -3.048, 1.078], [1.552, -0.380, -0.423], [0.664, 0.680, -4.563], [1.718, 0.443, -1.140], [-3.282, -2.570, 0.521], [3.889, 0.486, 3.096], [0.771, -2.059, -4.308], [2.571, -1.493, -0.466], [-0.111, -1.546, 3.164], [0.100, -0.835, -0.684], [0.363, 0.804, -3.122], [0.001, -1.116, -1.739], [-0.909, 0.212, -0.227], [-1.346, 3.719, 3.122], [-0.694, -3.319, -0.965], [3.158, -1.611, -1.380], [2.356, 1.715, 1.817], [-2.700, -3.023, -2.356], [-0.518, -0.677, 3.237], [-2.534, 4.652, -0.392], [0.602, 3.063, -0.732], [3.414, 3.216, -1.890], [3.547, 0.360, 3.986], [-3.459, -3.617, -2.259], [2.151, -2.507, -0.430], [-0.590, 1.061, 0.896], [-0.991, -4.616, -0.158], [-1.303, 1.057, 1.632], [1.114, 0.622, -3.708], [1.003, -1.153, -4.022], [0.580, 0.856, 4.130], [-1.222, 3.788, 1.589], [-0.767, 3.475, 2.396], [1.096, 1.603, 4.462], [1.283, 3.230, -0.055], [3.272, -1.489, 0.370], [-0.466, 2.048, 0.670], [0.238, 0.766, 1.412], [-0.030, -4.020, -2.488]],
  "total_charge": 1,
  "total_energy_ha": -1398.846278,
  "e_homo_ev": -12.65
}

=====

5.
{
  "formula": "C22H68O22",
  "method": "ωB97M-V/def2-TZVPD",
  "symbols": ["H", "C", "H", "H", "C", "O", "O", "O", "C", "H", "H", "C", "O", "C", "O", "H", "C", "H", "H", "H", "H", "H", "H", "H", "H", "C", "H", "H", "H", "H", "H", "H", "C", "O", "O", "H", "O", "H", "O", "H", "H", "O", "H", "H", "O", "C", "O", "H", "H", "H", "O", "C", "O", "H", "H", "C", "C", "O", "O", "H", "H", "H", "C", "C", "H", "H", "H", "H", "H", "H", "H", "H", "H", "C", "H", "H", "H", "H", "H", "H", "O", "H", "C", "H", "H", "H", "H", "C", "H", "H", "H", "C", "H", "O", "O", "H", "H", "H", "H", "H", "O", "H", "C", "C", "O", "H", "H", "C", "H", "C", "H", "O"],
  "positions_angstrom": [[-5.514, -8.050, 0.274], [-3.386, 6.485, 3.830], [2.277, -7.518, 6.071], [-4.011, -7.005, 2.236], [0.833, 7.204, -2.175], [-2.905, 5.136, 3.789], [1.857, 1.518, -5.344], [-3.194, -1.081, -7.799], [-2.682, 7.249, 4.939], [1.075, -8.014, 4.198], [-0.451, -0.858, 0.149], [2.127, -7.732, 4.207], [-6.299, 0.275, 4.243], [2.549, 1.968, -6.508], [0.238, 8.512, -2.141], [0.513, 8.925, -2.963], [-3.306, -2.488, -7.638], [9.085, -1.301, 0.232], [4.056, 3.429, 8.155], [7.678, -1.163, 1.907], [4.010, 1.425, -7.972], [-1.256, -1.733, -6.137], [-3.583, 4.475, 3.949], [-3.830, -6.382, 0.620], [2.189, 4.369, 7.846], [-1.158, -0.256, 0.721], [2.084, 3.624, 6.284], [1.302, -4.586, 3.928], [3.040, 2.922, -6.315], [1.808, -6.287, 2.739], [0.868, 6.764, -3.172], [-4.724, 3.741, -4.449], [3.612, 1.036, -7.035], [2.817, -7.927, 5.390], [3.913, 3.339, 7.210], [-2.105, -0.772, 0.876], [-4.735, -8.206, 0.812], [-6.475, 3.461, -2.580], [5.625, -7.608, -1.543], [5.869, -8.475, -1.876], [-2.934, 8.308, 4.884], [1.460, -5.373, 4.455], [-6.168, 2.858, -5.854], [2.645, -8.338, 3.464], [4.473, -6.003, -4.008], [6.049, -0.386, 0.816], [8.229, -1.037, -0.115], [-2.614, 5.714, 6.074], [-0.722, 0.819, 2.193], [-5.639, 0.342, 6.143], [-7.261, 5.310, -3.054], [5.344, -5.550, -2.897], [3.083, 8.248, -1.881], [2.188, 2.118, 8.883], [-2.725, -3.034, -8.382], [6.287, -6.587, -2.319], [7.531, -0.494, 1.059], [-2.786, 6.646, 6.227], [-6.477, -5.612, 0.442], [-3.002, -3.835, -5.871], [2.543, 1.469, -4.675], [-6.486, -6.661, 2.284], [-6.215, 4.378, -3.110], [2.503, 3.490, 7.282], [2.805, 6.268, -1.562], [-1.393, 0.692, 0.236], [-7.021, -0.636, 6.016], [5.408, 1.550, -6.575], [-7.176, -4.992, 0.666], [-6.986, -0.225, 3.796], [3.920, 8.327, -1.418], [2.049, 7.322, -0.387], [-3.139, 6.962, 2.882], [2.274, -6.275, 3.724], [-4.351, -2.771, -7.761], [6.177, -0.103, -1.091], [3.341, -0.004, -7.218], [6.729, -7.053, -3.200], [5.941, -4.676, -3.156], [3.679, -5.468, -4.075], [4.731, 1.031, -6.134], [5.653, -1.400, 0.877], [-5.853, -6.083, 1.612], [3.273, -5.847, 3.638], [5.607, 0.086, 1.693], [-5.460, -1.253, 5.401], [-5.453, 4.789, -2.448], [-6.109, -0.381, 5.476], [7.863, 0.461, 1.466], [1.835, 2.047, -7.328], [-3.356, -2.189, -5.389], [-5.700, 4.224, -4.503], [-2.641, -0.944, -8.571], [-6.627, 3.463, -5.268], [-1.483, -2.665, -6.119], [-5.534, -5.149, 2.077], [0.057, 1.809, 8.458], [0.181, 6.521, -1.631], [-1.641, 7.179, 4.623], [4.657, -5.228, -2.115], [-0.387, -0.022, 1.873], [-5.529, 5.180, -4.998], [2.221, 7.182, -1.454], [-4.543, -6.855, 1.297], [5.671, 0.261, -0.361], [7.097, -6.220, -1.689], [-6.876, 6.184, -3.152], [1.818, 2.236, 7.865], [2.062, 1.318, 7.330], [-2.881, -2.792, -6.163], [-4.462, 6.565, 3.984], [0.439, 2.368, 7.777]],
  "total_energy_ha": -2533.933934,
  "e_homo_ev": -9.96
}

=====

6.
{
  "formula": "C6H12N2",
  "method": "ωB97M-V/def2-TZVPD",
  "symbols": ["H", "H", "C", "H", "H", "N", "H", "H", "C", "N", "C", "C", "H", "C", "C", "H", "H", "H", "H", "H"],
  "positions_angstrom": [[-0.633, -1.431, -1.961], [-2.391, -1.194, 1.866], [2.970, 1.572, 0.130], [2.276, 1.163, -0.620], [4.005, 1.419, -0.183], [2.336, 0.283, 2.278], [-2.162, -0.513, -1.750], [2.767, 2.638, 0.236], [2.727, 0.891, 1.384], [-0.067, -1.087, 0.654], [-1.218, -1.138, 0.058], [-2.519, -1.193, 0.783], [-3.146, -0.348, 0.494], [-0.253, 0.600, -1.288], [-1.152, -0.679, -1.359], [-0.012, -1.107, 1.667], [-0.702, 1.290, -0.561], [-0.302, 1.130, -2.244], [-3.055, -2.101, 0.496], [0.533, -0.197, -0.080]],
  "total_energy_ha": -345.200772,
  "e_homo_ev": -7.44
}